(1)
18
Properties=species:S:1:pos:R:3:forces:R:3 method="wB97M-V/def2-TZVPD" molar_mass_g_mol=114.2 orbital_gap_ev=8.23 relative_energy_ev=5.777
C 0.607187 2.850387 -1.804283 0.699 1.327 1.612
N -0.043832 1.613146 -1.366496 -1.606 0.104 -0.927
N 0.496869 0.611173 -0.488436 0.033 4.186 -2.832
C -0.386228 -0.223884 -0.242042 -1.141 -2.577 2.363
C 0.107692 -1.359728 0.735186 -6.196 0.003 0.106
C 1.458224 -1.683426 0.991076 4.136 -0.779 0.036
N -0.735342 -2.156282 1.392101 2.452 2.203 -0.424
N -2.002495 -1.839108 1.589890 -4.783 -1.448 1.944
H -0.111835 3.562399 -2.542637 2.161 -2.392 2.126
H 0.955200 3.471633 -0.838119 -1.175 -0.831 -2.037
H 1.598237 2.551094 -2.200359 -0.623 0.629 -0.703
H -1.021121 1.482639 -1.781115 2.027 -0.178 1.200
H -1.431469 0.017442 -0.699148 1.429 -1.482 1.254
H 2.069834 -0.901047 1.574755 -0.853 -0.503 -1.619
H 1.492382 -2.478618 1.804647 -0.186 0.350 -1.663
H 1.907844 -1.976437 -0.049389 0.155 0.462 2.215
H -2.467475 -0.841254 1.729840 1.898 -2.763 -0.502
H -2.493673 -2.700129 2.194529 1.573 3.688 -2.150

---

(2)
18
Properties=species:S:1:pos:R:3:forces:R:3 method="wB97M-V/def2-TZVPD" molar_mass_g_mol=114.2 orbital_gap_ev=9.29 smiles="[H]/N=C/N=C(/C)N(C)N" relative_energy_ev=3.711
H 3.163272 -0.613233 1.002987 1.422 -0.031 -0.409
N 2.228499 -0.314647 0.906053 -2.943 1.960 -3.082
C 1.962239 0.429777 -0.203402 2.506 -1.373 2.986
N 0.806632 1.060186 -0.457941 -1.424 -0.831 0.467
C -0.383536 0.597182 -0.091976 1.102 1.936 -0.922
C -1.422238 1.831413 0.057778 1.246 -0.347 1.225
N -0.721831 -0.707791 -0.096212 -2.478 1.617 1.078
C -2.132867 -0.934728 0.407470 1.095 -0.080 2.011
N 0.065363 -1.728127 -0.605483 -0.416 0.289 -0.887
H 2.771134 0.782544 -0.884188 -0.324 -0.539 0.388
H -1.346012 2.282463 1.288093 -0.583 -1.559 -3.891
H -2.482855 1.521514 -0.331343 1.992 1.067 1.050
H -0.836001 2.582360 -0.613030 -1.651 -1.082 1.306
H -2.127648 -1.935040 0.945219 -0.200 1.111 -0.964
H -2.219875 -0.126126 1.307372 -0.476 -1.991 -2.489
H -2.907464 -0.892691 -0.422133 0.890 0.083 1.226
H 0.853171 -1.889458 0.035154 0.050 0.394 -0.545
H 0.340049 -1.421546 -1.572278 0.191 -0.623 1.451

---

(3)
18
Properties=species:S:1:pos:R:3:forces:R:3 method="wB97M-V/def2-TZVPD" molar_mass_g_mol=114.2 orbital_gap_ev=8.34 relative_energy_ev=4.990
C 2.256685 -0.480706 -0.335833 -0.183 0.477 -0.206
C -1.865049 1.488351 -0.677519 -0.012 0.307 -1.068
N 0.845537 -0.315641 -0.622519 -0.792 0.522 -0.037
C -0.321172 -0.036773 0.360882 0.905 -1.666 0.048
C -0.646263 -1.455662 0.414633 -0.111 -1.008 1.297
N 0.203831 0.562423 1.576525 -0.004 0.060 -0.513
N -1.566225 0.168939 -0.173327 -0.289 0.782 0.515
N -0.829359 -2.599659 0.703943 0.226 0.759 -0.898
H 0.558267 -0.123020 -1.572551 0.165 0.026 0.162
H 0.770164 1.373477 1.356135 -0.072 0.025 0.092
H -0.574467 0.816311 2.174569 0.072 0.118 -0.079
H -0.812992 -3.436296 0.141085 -0.177 0.010 0.170
H 2.796524 0.461930 -0.485749 0.217 -0.103 0.145
H 2.687886 -1.228514 -1.008799 -0.021 0.037 0.121
H 2.399837 -0.807273 0.692609 -0.059 -0.010 -0.009
H -2.942652 1.666075 -0.720055 0.009 -0.310 -0.070
H -1.482097 2.355057 -0.117298 0.314 -0.338 0.274
H -1.478457 1.590981 -1.706729 -0.187 0.312 0.056

---

(4)
18
Properties=species:S:1:pos:R:3:forces:R:3 method="wB97M-V/def2-TZVPD" s2=2.02 molar_mass_g_mol=114.2 spin_multiplicity=3 orbital_gap_ev="6.63 / 6.87" relative_energy_ev=0.041
C -2.098130 -0.949015 0.879919 -1.913 -1.533 1.671
C 1.239592 0.612554 0.996936 -1.405 1.404 -1.526
C 1.769055 0.131592 -1.407157 0.655 -0.011 -0.124
C 1.020178 -0.358566 -0.099014 1.120 -2.213 -2.770
N -2.156084 0.588479 -0.975457 -4.633 0.961 1.935
N -1.011137 0.278553 -1.073894 4.289 0.785 -2.581
N -2.794113 0.028587 0.255745 -0.813 1.614 -2.216
N -0.394026 -0.577542 -0.388040 2.712 -1.903 1.354
H -1.703934 -0.699283 1.848816 0.525 -0.770 0.133
H -2.263766 -1.871535 0.364370 0.502 -0.895 0.902
H 0.473009 1.394996 0.827154 0.992 0.343 0.448
H 1.156568 0.228955 1.949152 -0.620 -1.041 2.081
H 2.256424 0.871339 0.872904 0.897 1.196 0.168
H 1.107375 0.790290 -2.000836 0.603 0.006 0.541
H 2.255164 -0.562085 -2.156584 -1.125 -0.083 1.144
H 2.644891 0.625448 -0.975883 -0.140 0.566 -0.610
H 1.553639 -1.313564 0.228019 -1.350 0.703 -0.598
H -3.054708 0.780798 0.853857 -0.299 0.871 0.047